No. 1
DFT (ωB97M-V with the def2-TZVPD basis set) results for a cluster of 2 separate species, C4H12 in total.

Each line ends with the Löwdin charge.
Geometry (Å):
C: 2.028 -1.005 1.482  -0.18
C: 1.660 -0.309 0.173  -0.16
H: 1.411 -1.874 1.723  0.06
H: 3.015 -1.468 1.536  0.06
H: 1.899 -0.336 2.335  0.06
H: 2.237 0.584 -0.071  0.07
H: 0.670 0.124 0.320  0.03
H: 1.675 -1.077 -0.586  0.06
C: -1.607 0.297 -1.539  -0.16
C: -2.070 0.976 -0.229  -0.18
H: -2.029 0.907 -2.341  0.06
H: -0.528 0.332 -1.594  0.04
H: -2.089 -0.677 -1.580  0.06
H: -3.103 1.293 -0.220  0.06
H: -1.740 0.383 0.627  0.05
H: -1.428 1.851 -0.034  0.06

Computed properties:
- LUMO level (eV) = 1.1
- electronic energy (Ha) = -159.5701
- ΔE to the lowest compared entry with this formula, charge and spin (kJ/mol) = 39.2
- SMILES = CC.CC
- total charge = 0
- HOMO-LUMO gap (eV) = 12.70

---

No. 2
DFT (ωB97M-V with the def2-TZVPD basis set) results for a structure of composition C3H5N3.

Each line ends with the Löwdin charge.
Geometry (Å):
C: 1.411 -0.054 -0.481  -0.03
C: -0.031 -0.008 -0.078  -0.38
C: -0.682 -0.350 1.110  -0.12
N: -1.889 0.205 1.114  0.01
N: -2.068 0.855 -0.023  -0.06
N: -0.980 0.817 -0.772  0.01
H: 1.854 -1.026 -0.252  0.08
H: 1.523 0.143 -1.549  0.08
H: 1.968 0.713 0.063  0.09
H: -0.329 -0.951 1.935  0.11
H: -0.759 -0.395 -1.058  0.21

Computed properties:
- LUMO level (eV) = 0.5
- electronic energy (Ha) = -281.4669
- ΔE to the lowest compared entry with this formula, charge and spin (kJ/mol) = 323.3
- total charge = 0
- HOMO-LUMO gap (eV) = 10.94

---

No. 3
DFT (ωB97M-V with the def2-TZVPD basis set) results for a cluster of 5 separate species, C32H57BClN4O19P2 in total.

Each line ends with the Löwdin charge.
Geometry (Å):
C: -2.644 2.011 -4.424  -0.07
C: -3.182 0.578 -4.503  -0.21
C: -2.129 -0.408 -4.978  -0.13
N: -1.036 -0.682 -4.022  0.21
C: -1.200 -1.094 -2.815  -0.25
N: -0.218 -1.340 -1.928  0.02
O: 1.077 -1.665 -2.343  0.09
C: 1.771 -0.604 -2.667  -0.28
N: 2.457 0.311 -2.914  0.23
C: -0.669 -1.623 -0.569  -0.33
C: 0.292 -0.805 0.328  -0.18
O: -0.265 -0.623 1.603  -0.09
C: 0.538 0.185 2.385  -0.20
O: 0.393 1.503 1.906  -0.13
C: 1.582 2.278 1.846  -0.15
C: 2.308 2.120 0.540  -0.21
O: 1.614 2.817 -0.498  -0.06
P: -0.469 -3.437 -0.061  0.92
O: 0.718 -4.099 -0.968  -0.24
O: -0.096 -3.462 1.498  -0.19
C: -2.112 -1.048 -0.728  -0.30
C: -3.062 -1.508 0.386  -0.16
C: -4.559 -1.166 0.371  -0.67
C: -5.277 -1.074 -0.961  -0.12
Cl: -4.956 0.303 1.340  0.65
P: -2.065 0.837 -0.636  0.52
O: -3.250 1.414 -1.258  -0.23
O: -0.732 1.327 -1.401  -0.12
O: -1.939 1.349 0.856  -0.10
N: -2.411 -1.356 -2.143  0.20
B: -2.807 -2.731 -2.503  -0.74
O: -3.575 -3.495 -1.657  0.16
O: -2.456 -3.249 -3.727  0.08
C: -1.588 -4.402 -3.674  -0.19
C: -0.357 -4.207 -4.533  -0.04
H: -3.489 2.687 -4.413  0.08
H: -2.118 2.199 -5.357  0.08
H: -2.002 2.169 -3.569  0.05
H: -3.932 0.592 -5.292  0.11
H: -3.699 0.283 -3.599  0.08
H: -2.613 -1.318 -5.314  0.11
H: -1.669 0.018 -5.860  0.12
H: -0.098 -0.524 -4.358  0.16
H: 1.223 -1.380 0.452  0.14
H: 0.601 0.128 -0.137  0.10
H: 1.583 -0.138 2.377  0.15
H: 0.202 0.138 3.416  0.16
H: 1.304 3.323 1.925  0.15
H: 2.292 2.056 2.640  0.10
H: 3.312 2.526 0.645  0.14
H: 2.412 1.065 0.274  0.11
H: 2.285 3.180 -1.076  0.09
H: 1.488 -4.341 -0.420  0.04
H: -0.351 -4.301 1.889  0.08
H: -2.646 -1.122 1.313  0.11
H: -2.994 -2.584 0.478  0.09
H: -5.043 -1.958 0.927  0.10
H: -4.763 -0.494 -1.717  0.05
H: -5.440 -2.073 -1.359  0.07
H: -6.259 -0.646 -0.809  0.07
H: -0.445 2.197 -1.095  0.09
H: -1.015 1.562 1.086  0.04
H: -2.989 -4.090 -1.163  0.08
H: -2.139 -5.236 -4.099  0.13
H: -1.320 -4.660 -2.653  0.09
H: -0.546 -4.487 -5.564  0.08
H: -0.021 -3.176 -4.536  0.06
H: 0.460 -4.820 -4.165  0.08
O: 3.931 3.056 3.891  0.10
C: 3.466 3.228 4.983  -0.48
O: 2.288 2.679 5.360  0.01
C: 1.928 3.149 6.678  -0.14
C: 3.237 3.592 7.310  -0.15
C: 4.026 4.080 6.101  -0.06
H: 1.221 3.973 6.569  0.13
H: 1.446 2.343 7.225  0.12
H: 3.105 4.341 8.080  0.08
H: 3.742 2.732 7.756  0.12
H: 3.823 5.129 5.881  0.13
H: 5.095 3.920 6.207  0.13
O: 3.343 -3.696 1.000  0.12
C: 3.944 -4.585 0.474  -0.49
O: 3.551 -5.111 -0.711  0.00
C: 4.399 -6.237 -1.046  -0.13
C: 5.681 -6.018 -0.257  -0.14
C: 5.168 -5.306 0.992  -0.06
H: 3.881 -7.153 -0.760  0.13
H: 4.566 -6.247 -2.120  0.13
H: 6.219 -6.940 -0.054  0.12
H: 6.347 -5.355 -0.810  0.12
H: 4.857 -6.007 1.767  0.14
H: 5.887 -4.599 1.396  0.13
O: -2.348 1.299 -9.181  0.14
C: -3.007 0.311 -9.095  -0.48
O: -3.068 -0.426 -7.950  -0.01
C: -3.851 -1.616 -8.170  -0.16
C: -4.733 -1.296 -9.370  -0.15
C: -3.846 -0.344 -10.173  -0.07
H: -3.169 -2.447 -8.364  0.13
H: -4.428 -1.835 -7.274  0.12
H: -5.047 -2.182 -9.918  0.12
H: -5.629 -0.770 -9.039  0.12
H: -3.182 -0.878 -10.854  0.13
H: -4.419 0.400 -10.717  0.13
O: 3.425 6.639 8.095  0.11
C: 2.925 6.806 9.169  -0.49
O: 1.745 6.243 9.515  0.02
C: 1.340 6.705 10.820  -0.15
C: 2.624 7.166 11.494  -0.15
C: 3.444 7.665 10.305  -0.07
H: 0.623 7.517 10.690  0.13
H: 0.854 5.890 11.350  0.13
H: 2.459 7.914 12.266  0.12
H: 3.127 6.314 11.954  0.12
H: 3.237 8.710 10.072  0.13
H: 4.511 7.517 10.441  0.13

Computed properties:
- LUMO level (eV) = -2.1
- electronic energy (Ha) = -4069.8272
- total charge = +1
- HOMO-LUMO gap (eV) = 8.75

---

No. 4
DFT (ωB97M-V with the def2-TZVPD basis set) results for a cluster of 2 separate species, C5H6O in total.

Each line ends with the Löwdin charge.
Geometry (Å):
O: 1.662 0.067 2.154  0.05
C: 1.405 1.174 2.206  0.01
C: -0.376 1.001 0.458  -0.14
C: 0.274 -0.157 -0.350  -0.26
C: -0.717 -0.869 -1.182  -0.16
C: -1.531 -1.447 -1.859  0.10
H: 0.259 1.676 1.140  -0.01
H: -0.774 1.747 -0.218  0.08
H: -1.187 0.583 1.067  0.09
H: 1.064 0.217 -1.013  0.12
H: 0.751 -0.902 0.301  0.09
H: -2.263 -1.945 -2.460  0.02

Computed properties:
- LUMO level (eV) = 1.0
- electronic energy (Ha) = -269.2461
- ΔE to the lowest compared entry with this formula, charge and spin (kJ/mol) = 262.8
- total charge = 0
- HOMO-LUMO gap (eV) = 11.06